[1]
The following is a DFT calculation (ωB97M-V/def2-TZVPD) of a 4-piece molecular cluster, C10H22NO13S2 overall in a non-equilibrium geometry.

```
48
Properties=species:S:1:pos:R:3:forces:R:3:nbo_charge:R:1
H 1.025291 -4.623239 -3.950787 -0.123 -0.046 0.069 0.206
H -4.697393 5.455143 1.650521 0.076 -0.025 0.097 0.191
O -0.587423 -7.546030 -5.821981 -0.015 -0.053 -0.059 -0.490
H -0.117634 6.777324 2.355608 -0.058 -0.063 0.062 0.180
H -0.747377 -2.908941 0.454197 0.117 0.176 0.009 0.196
C 0.097033 2.750196 3.957746 0.779 -0.499 -0.193 -0.798
S 0.483649 0.945530 4.045508 -4.584 -0.834 2.798 1.934
C -1.952331 -7.686705 -6.214342 -0.287 -0.142 -0.194 -0.257
H -2.327318 -6.758783 -6.644113 -0.016 0.022 0.135 0.192
C -0.164926 -3.031915 -0.455487 -0.321 -0.254 0.123 -0.261
H 0.828279 3.255510 3.314619 -0.287 -0.204 -0.033 0.258
O -3.918313 7.215320 2.440733 -0.006 -0.058 0.004 -0.478
C 1.273980 -5.628253 -3.622206 0.202 0.192 0.147 -0.256
O 1.514150 -2.767429 -2.470233 0.089 -0.230 -0.273 -0.627
H 2.349987 -5.692451 -3.480016 -0.016 -0.153 -0.155 0.193
H -5.860878 6.696912 2.135223 0.128 0.167 -0.002 0.207
H 0.231574 3.111242 4.980387 -0.227 -0.183 -0.124 0.287
C -0.384976 -6.619041 -4.889005 0.283 -0.246 -0.188 0.978
H 3.863182 -1.568580 -2.725844 -0.122 -0.056 -0.058 0.199
C -4.929712 6.206340 2.404262 -0.381 -0.156 -0.046 -0.259
O 3.304658 2.013431 3.892809 -3.692 -0.292 -1.855 -0.558
H 0.781181 -5.853077 -2.676463 -0.100 0.080 -0.063 0.182
H -0.843262 -3.056167 -1.306687 0.130 -0.060 -0.058 0.208
H 2.619807 -0.662664 -3.639164 -0.002 -0.137 0.031 0.204
O -2.423420 5.625847 3.005598 0.275 -0.455 0.106 -0.677
O -0.447596 0.121713 3.277770 2.456 1.633 0.316 -0.796
C 3.173069 -0.726611 -2.703912 0.263 0.123 -0.248 -0.259
C -0.531337 7.476692 3.082638 0.307 0.078 0.063 -0.255
H 0.040787 8.399651 3.045496 -0.168 0.068 -0.045 0.207
H 2.395652 1.027879 1.821338 -0.174 0.531 0.579 0.201
N 4.684033 1.576334 4.053771 3.780 0.212 -0.598 0.428
O 5.381704 2.350668 3.560772 -1.009 -1.008 1.063 -0.103
H -2.567171 -7.990500 -5.368160 0.007 0.137 0.016 0.192
H 0.397770 -3.961904 -0.389686 0.010 0.036 -0.140 0.196
H -1.988715 -8.464811 -6.972345 0.201 -0.002 0.037 0.198
H 3.741887 0.190240 -2.569885 -0.121 0.013 0.160 0.192
S 2.475362 0.748286 3.171774 1.819 -0.095 0.510 0.640
C 1.505086 -1.924885 -1.623462 -0.099 0.222 0.257 0.980
C -2.711869 6.767629 2.758190 -0.278 0.516 -0.126 0.988
O -1.227396 -5.931090 -4.382692 -0.273 0.220 0.178 -0.648
H -5.046593 5.742612 3.382797 0.107 -0.049 -0.048 0.193
H -0.468970 7.064880 4.089991 -0.031 -0.085 -0.059 0.185
O 0.721207 -1.909537 -0.545116 0.036 0.117 0.180 -0.510
O -1.877515 7.804329 2.755277 0.120 -0.030 0.020 -0.481
O 2.276971 -0.835352 -1.592718 0.081 0.160 0.148 -0.514
H -0.922903 2.833570 3.570935 0.168 -0.071 0.092 0.307
O 0.917176 -6.589279 -4.614951 0.114 -0.049 0.046 -0.493
O 0.661552 0.579970 5.451296 0.841 0.835 -2.680 -0.804
```
Positions in Å, forces in eV/Å.

total charge	+1
frontier orbital gap	6.25	eV
LUMO level	-5.814	eV


[2]
The following is a DFT calculation (ωB97M-V/def2-TZVPD) of a 2-piece molecular cluster, C10H22NO5 overall in a non-equilibrium geometry.

```
38
Properties=species:S:1:pos:R:3:forces:R:3:nbo_charge:R:1
H 1.365463 -1.111177 -0.756638 -0.161 0.511 -0.417 0.153
O -0.627095 3.460596 -1.663671 -0.687 -0.173 -1.400 -0.761
H 1.343154 -1.387316 3.785608 -0.069 0.095 -0.151 0.170
N -2.460287 0.572003 -0.844902 -0.493 0.209 -0.147 -0.453
H -1.923373 1.570290 -2.612178 0.423 -0.070 0.501 0.167
O 3.118700 -2.439941 3.959120 0.032 -0.122 -0.041 -0.738
C -3.157538 1.584259 -0.040633 -0.529 0.127 0.891 -0.420
H -3.222306 -0.262041 -2.705701 0.183 0.149 0.622 0.186
O 4.201196 -0.487793 2.257612 -0.016 -0.130 0.032 -0.721
H -4.061531 1.114613 0.421471 0.614 0.162 -0.324 0.167
C 3.021290 0.276252 -0.617262 -0.074 0.066 -0.695 -0.624
H 2.659038 0.957608 0.175226 0.044 -0.528 -0.372 0.229
H 3.211033 -2.081601 4.849201 0.004 -0.034 -0.084 0.461
H 3.259888 0.235872 3.921794 -0.277 0.036 0.104 0.143
H -4.422904 0.523660 -1.630942 0.507 -0.358 -0.387 0.171
O -0.156478 2.282460 0.112964 -0.784 -1.397 -0.367 -0.804
H -0.424317 0.063657 -3.296060 0.008 -0.135 0.690 0.153
C -1.417460 1.167080 -1.698783 0.394 0.263 -0.466 -0.170
H 3.674453 0.881709 -1.284456 -0.489 -0.310 0.291 0.196
H 2.350483 -0.945789 -2.252730 -0.573 0.230 0.316 0.135
H -3.004632 -2.036425 -0.640348 -0.559 0.319 -0.298 0.214
O 0.983787 0.616791 -1.925634 -0.132 -1.015 0.384 -0.531
C 2.267176 -1.549761 3.223604 0.010 0.203 0.334 -0.096
C -0.674235 2.389585 -1.037843 0.973 1.157 1.823 0.755
C 1.851211 -0.366821 -1.427799 1.613 0.004 0.530 -0.042
H -0.486540 -0.894808 -1.787180 0.025 0.640 0.172 0.167
H -4.488732 -2.096100 -1.721028 0.486 0.246 0.355 0.189
H -2.547642 1.954844 0.808193 -0.071 -0.141 -0.829 0.241
H 2.029904 -2.042887 2.281557 0.055 -0.010 0.032 0.192
H 3.656674 -0.537465 -0.210928 -0.443 0.531 -0.018 0.204
H 4.569193 -1.304289 2.622527 -0.040 0.117 0.002 0.468
C -3.501244 -0.108814 -1.642271 -0.344 -0.787 0.334 -0.219
H -3.544747 2.444877 -0.647821 0.442 -0.429 0.276 0.169
C -3.896934 -1.485879 -1.001734 -0.461 0.551 -0.101 -0.615
C -0.329640 0.132407 -2.179037 -0.598 0.452 -1.123 -0.053
H -4.587706 -1.284994 -0.149608 0.655 -0.259 -0.332 0.194
C 2.993849 -0.244538 2.970773 0.301 -0.147 -0.131 -0.095
H 2.378851 0.439876 2.385537 0.031 -0.019 -0.007 0.217
```
Positions in Å, forces in eV/Å.

energy relative to the best compared isomer or geometry (same formula, charge and spin)	19.5	kcal/mol
total charge	-1
frontier orbital gap	6.37	eV
LUMO level	2.605	eV


[3]
The following is a DFT calculation (ωB97M-V/def2-TZVPD) of a 5-piece molecular cluster, C10H22O6 overall in a non-equilibrium geometry.

```
38
Properties=species:S:1:pos:R:3:forces:R:3:nbo_charge:R:1
H -5.744921 2.550026 -1.665553 -0.744 0.105 0.162 0.199
H 1.417079 1.089026 2.631447 -2.408 0.607 -1.185 0.143
H -1.748921 2.746026 -0.468553 0.668 -0.476 -0.609 0.244
H 2.379079 -0.527974 -0.100553 3.363 -0.223 -0.780 0.478
H -0.164921 1.417026 3.393447 0.103 0.195 -1.590 0.135
C -4.548921 1.001026 -2.459553 5.700 1.615 3.214 -0.269
O -3.042921 -0.742974 -3.251553 1.578 0.749 1.610 -0.693
H -5.250921 0.701026 -3.034553 -4.821 -2.590 -3.613 0.194
H 1.929079 -4.192974 1.310447 0.355 1.327 2.110 0.459
C 1.716079 -4.617974 3.197447 5.574 -1.205 1.085 -0.243
O 4.413079 -0.697974 -0.656553 2.826 0.660 -4.014 -0.729
O 2.077079 -3.732974 2.207447 0.729 0.349 -4.134 -0.723
C 0.786079 -1.305974 -0.646553 8.740 -2.818 -4.044 -0.186
C -3.249921 0.449026 -2.556553 0.819 0.412 0.008 0.289
H -3.642921 -0.893974 -3.951553 -1.214 0.110 -0.961 0.477
O 1.494079 -0.469974 0.092447 -0.526 2.464 3.568 -0.714
C -2.144921 1.104026 -1.927553 -0.104 -1.424 0.316 -0.253
O -3.885921 3.817026 -0.185553 8.800 -2.910 0.654 -0.653
C -4.786921 2.083026 -1.666553 2.345 2.317 0.627 -0.250
H 2.192079 -5.618974 2.949447 -1.533 0.496 0.372 0.160
O 0.151079 2.523026 1.629447 2.822 3.562 -1.275 -0.714
H 5.456079 0.121026 0.889447 -0.386 0.578 -0.280 0.172
H 4.226079 1.220026 0.101447 0.271 -0.186 0.199 0.169
H 2.383079 -4.332974 4.095447 -1.723 -0.172 -0.808 0.172
H 0.721079 -0.894974 -1.585553 -0.098 0.157 -3.082 0.144
H -0.044921 -1.321974 -0.331553 -11.691 -0.249 4.499 0.151
H 0.720079 -4.469974 3.265447 -3.399 -0.795 1.378 0.175
H 4.988079 -0.687974 -1.554553 -2.611 -0.890 2.821 0.472
C 5.011079 0.467026 -0.068553 -5.240 -2.859 5.414 -0.238
C -2.423921 2.242026 -1.165553 0.240 0.781 0.925 -0.269
H 5.710079 0.863026 -0.575553 5.060 2.728 -4.089 0.156
H -4.660921 4.152026 -0.216553 -8.396 3.326 -0.564 0.463
H 1.080079 2.971026 1.665447 -2.904 -0.963 -0.306 0.474
H -0.126921 0.529026 1.821447 -0.299 -0.479 -0.474 0.180
H 1.100079 -2.377974 -0.634553 0.322 0.581 -0.300 0.127
H -1.084921 0.663026 -1.822553 -2.000 0.602 -0.643 0.236
C 0.275079 1.383026 2.319447 2.618 -2.870 4.864 -0.218
C -3.671921 2.796026 -1.043553 -2.836 -2.612 -1.075 0.281
```
Positions in Å, forces in eV/Å.

structure (SMILES)	Oc1ccc(O)cc1.CO.CO.CO.CO
energy relative to the best compared isomer or geometry (same formula, charge and spin)	82.0	kcal/mol
total charge	0
frontier orbital gap	8.38	eV
LUMO level	0.593	eV


[4]
The following is a DFT calculation (ωB97M-V/def2-TZVPD) of a 2-piece molecular cluster, C10H22OSi overall in a non-equilibrium geometry.

```
34
Properties=species:S:1:pos:R:3:forces:R:3:mulliken_spin:R:1
C 3.307856 0.963725 -0.038438 0.176 3.384 -1.366 0.703
C -2.427226 -0.394163 -0.710917 -0.016 0.013 0.076 -0.002
H -3.721147 2.093670 -0.134383 0.044 0.155 -0.035 0.000
O 2.457051 1.994472 0.384788 0.477 -0.986 -0.062 0.099
H 0.454204 -1.250543 0.422127 -0.372 -0.077 -0.096 0.023
H 0.851944 -0.299659 1.839970 -0.007 0.133 0.085 -0.014
C 4.598709 1.398186 -0.662979 -0.688 -0.264 0.138 -0.005
C 3.791454 -2.184098 -0.265842 -0.453 0.658 -0.439 -0.014
H -5.130486 1.317785 0.581573 -0.069 0.068 0.061 0.000
H 4.425360 1.814989 -1.658622 0.082 0.062 -0.102 0.052
H 2.995797 2.757799 0.626810 0.003 0.119 -0.142 0.007
C -2.360795 -1.636064 -1.165417 -0.013 -0.127 -0.078 0.000
C -2.737523 0.325899 1.664252 -0.142 -0.152 -0.154 0.004
H -3.030873 -2.406451 -0.821426 -0.181 -0.114 0.122 0.000
H 5.096256 2.169416 -0.066530 0.065 0.046 0.126 0.015
H 4.785156 -1.916030 -0.607154 0.200 0.044 -0.054 0.000
H -3.472536 0.461259 2.453988 -0.060 0.057 0.119 0.000
C -3.436639 -0.002354 0.341726 -0.006 0.055 0.075 -0.003
H -0.779832 0.254415 -1.912737 0.067 -0.013 -0.086 0.000
H 5.272774 0.552687 -0.761377 0.173 -0.059 -0.026 0.014
H 3.252083 -2.598362 -1.112432 -0.071 -0.218 -0.348 0.042
C -1.485649 0.666300 -1.196981 -0.039 -0.066 0.008 0.004
H -4.709903 0.991990 -1.100660 -0.091 0.043 -0.119 0.000
H -4.091924 -0.864430 0.508915 0.074 0.028 -0.046 0.000
C 1.198529 -1.107909 1.203472 0.095 0.432 -0.843 0.000
H 3.894419 -2.971981 0.474806 -0.098 0.106 0.193 -0.001
H -1.636410 -1.934235 -1.905431 0.185 -0.001 -0.154 0.002
H 1.237240 -2.018745 1.797663 0.249 -0.015 -0.053 0.000
H -0.918698 1.093825 -0.371732 0.067 0.108 0.069 -0.001
Si 2.884586 -0.682237 0.456019 0.103 -3.356 2.980 1.074
C -4.302331 1.175682 -0.109591 0.034 -0.255 0.058 0.001
H -2.160346 1.242298 1.577524 0.108 0.138 0.035 0.000
H -2.034604 1.473468 -1.679394 0.014 0.124 -0.039 0.001
H -2.066512 -0.480593 1.948399 0.091 -0.070 0.097 -0.001
```
Positions in Å, forces in eV/Å.

energy relative to the best compared isomer or geometry (same formula, charge and spin)	0.0	kcal/mol
total charge	0
spin multiplicity	3
frontier orbital gap (alpha / beta)	5.39 / 8.61	eV
⟨S²⟩	2.0046
LUMO level (alpha / beta)	0.754 / -0.631	eV